[1]
Here is a cluster of 2 separate species, C8H16N2 in total from the OMol25 dataset. Energies are from the ωB97M-V functional and the def2-TZVPD basis.

As for the total charge: 0. Its calculated total energy is -11534.094 eV. As for the spin multiplicity: 1. Its SMILES is CCc1c[nH]cn1.CCC. The frontier orbital gap comes out at 9.12 eV. The value obtained for the highest occupied orbital energy is -8.270 eV.

Geometry as XYZ:
```
26
Properties=species:S:1:pos:R:3:forces:R:3:lowdin_charge:R:1
C -0.072378 3.340209 -0.671274 -0.8 2.1 1.0 -0.2109
C 1.441887 3.677149 -0.726045 0.1 -0.9 -0.2 -0.1161
C -0.502502 1.966048 -1.013874 -0.4 -3.9 -0.7 -0.3122
C 0.114055 0.689800 -0.756782 -2.7 2.0 -1.4 -0.0408
C -1.788122 0.400449 -2.019860 2.8 2.9 3.8 -0.1472
N -1.694454 1.705252 -1.676234 0.4 -0.3 -1.6 0.0531
N -0.739879 -0.246271 -1.367345 0.0 -1.1 -0.6 0.0119
H -0.385210 3.479302 0.432430 0.3 0.1 -1.6 0.1240
H -0.654032 4.157373 -1.314758 1.0 -2.0 1.4 0.1463
H 1.715877 4.268360 0.120103 0.0 1.1 0.3 0.0504
H 0.978415 0.460501 -0.181584 0.4 -0.5 0.0 0.0848
H -2.612337 0.025284 -2.560112 -0.4 -0.8 -0.3 0.0942
H -0.675489 -1.291083 -1.271809 0.2 1.9 -0.3 0.1243
H 1.773402 4.125652 -1.661352 -0.3 0.3 0.1 0.0672
H 2.143913 2.855098 -0.579683 -0.5 -0.7 -0.2 0.0590
C 0.471330 -2.207152 1.069091 1.7 -1.0 1.4 -0.3266
C 0.882686 -3.455702 1.997334 2.6 1.0 -1.2 -0.1056
C -1.013763 -2.200791 0.949763 -1.1 -1.0 1.2 -0.1645
H 0.856565 -1.224793 1.413024 -0.1 -0.8 0.2 0.0934
H 0.911819 -2.386606 0.106807 0.5 0.1 -0.5 0.0759
H 0.718933 -4.391468 1.421346 0.4 0.5 0.3 0.0755
H 0.240804 -3.519920 2.815973 -1.2 0.1 1.4 0.0177
H -1.392940 -1.198082 1.237428 -0.4 -0.7 -1.1 0.0896
H -1.307795 -2.723666 0.005719 -0.4 1.1 0.6 0.0845
H 1.954481 -3.411081 2.475232 -1.8 -0.1 -1.4 0.0994
H -1.365266 -2.893863 1.756464 -0.2 0.6 -0.7 0.0729
```
Forces are in eV/Å.



[2]
Here is a structure of composition C8H16N2 from the OMol25 dataset. Energies are from the ωB97M-V functional and the def2-TZVPD basis.

As for the total charge: 0. Its calculated total energy is -11530.962 eV. As for the spin multiplicity: 1. The frontier orbital gap comes out at 9.06 eV. The value obtained for the highest occupied orbital energy is -8.221 eV.

Geometry as XYZ:
```
26
Properties=species:S:1:pos:R:3:forces:R:3:lowdin_charge:R:1
C -0.857902 -1.525323 0.006306 -0.7 1.5 -0.3 -0.0779
C -0.069645 -0.470795 0.052290 -3.8 2.4 -0.4 -0.0105
C -2.344494 -1.287798 -0.214800 -2.5 -1.3 2.3 -0.2374
C 2.160402 -0.542156 1.022877 1.9 -0.3 -0.8 -0.0589
C 1.470609 1.503078 -0.157254 -0.7 -0.3 -3.7 -0.0483
C 1.731489 -0.640432 -1.551837 -1.8 -0.8 1.1 -0.0269
C -1.874296 1.476494 1.160114 -1.0 2.1 0.8 -0.1667
C 1.365917 -0.044482 -0.136400 -1.7 1.5 -1.4 -0.5664
N -2.558526 0.076163 -0.661517 2.3 0.2 0.6 -0.0738
N -1.428526 0.843689 -0.087658 0.9 -1.0 -0.1 -0.1333
H -0.642446 -2.515491 0.193918 1.1 -2.1 0.0 0.0799
H -2.929929 -2.089774 -0.886181 1.6 1.8 1.4 0.1492
H -2.852071 -1.328355 0.860242 0.8 -0.4 -2.0 0.1339
H 2.091219 -1.616592 0.887211 0.4 -0.4 0.9 0.0774
H 3.250204 -0.216797 0.824167 -1.5 -0.5 0.8 0.1235
H 1.731574 -0.174205 1.974587 0.5 -0.3 -0.5 0.1034
H 2.299837 1.869289 -0.822440 -0.8 -0.6 0.1 0.0992
H 1.763179 1.895015 0.731897 0.4 1.0 3.1 0.0299
H 0.503273 1.946799 -0.490110 0.9 -0.2 0.2 0.0795
H 1.832956 -1.713451 -1.444926 -0.4 -0.5 -0.1 0.0777
H 2.663092 -0.364989 -1.849826 3.0 1.3 -0.7 0.0332
H 1.075779 -0.420390 -2.424129 -0.1 0.0 1.1 0.1062
H -2.912878 1.960210 1.016538 1.3 -1.4 -0.1 0.0950
H -1.893002 0.909935 2.099579 -0.1 -0.5 -0.3 0.0572
H -1.365929 2.438785 1.492529 0.5 -1.2 -1.0 0.0740
H -2.209883 0.031572 -1.595176 -0.3 0.3 -1.2 0.0808
```
Forces are in eV/Å.